1.
{"formula": "C3H5NO3", "method": "the ωB97M-V functional and the def2-TZVPD basis", "elements": ["C", "C", "C", "O", "O", "N", "O", "H", "H", "H", "H", "H"], "xyz": [[1.2802, 1.3524, -0.3265], [0.8624, -0.0099, 0.1133], [-1.5484, -1.1497, 0.5359], [-0.3694, -0.1250, 0.9525], [-1.2495, 0.8003, 0.1826], [-1.5075, -1.9582, -0.3781], [1.4955, -1.0176, 0.0591], [-0.8473, -1.8779, -1.1412], [-2.2168, -1.0575, 1.3735], [2.3270, 1.3232, -0.6232], [1.0830, 2.0851, 0.4529], [0.6908, 1.6348, -1.2009]], "forces_ev_per_a": [[-0.6625, 0.0655, -0.4467], [0.7574, -1.8400, 1.7842], [0.8297, -0.0128, -0.1796], [0.5441, 0.8474, -1.6681], [-0.9221, 0.1321, 0.3282], [-0.2937, 0.3187, -0.0094], [-0.4477, 0.5897, -0.5594], [0.1937, -0.0652, 0.2539], [0.0567, 0.1128, 0.0493], [-0.0233, -0.1684, 0.2788], [-0.0140, -0.0367, -0.0011], [-0.0185, 0.0568, 0.1699]], "e_above_lowest_ev": 6.866, "e_homo_ha": -0.3514, "orbital_gap_ev": 10.3}


2.
{"formula": "C23H56AsGeN2PtS2Si3", "method": "the ωB97M-V functional and the def2-TZVPD basis", "elements": ["Pt", "S", "C", "N", "C", "C", "S", "H", "H", "H", "H", "H", "C", "C", "C", "C", "C", "N", "H", "H", "H", "H", "H", "H", "H", "H", "H", "C", "C", "As", "C", "C", "C", "C", "H", "H", "H", "H", "H", "H", "H", "H", "H", "H", "H", "H", "H", "H", "H", "C", "Si", "C", "C", "Ge", "Si", "C", "C", "C", "Si", "C", "C", "C", "H", "H", "H", "H", "H", "H", "H", "H", "H", "H", "H", "H", "H", "H", "H", "H", "H", "H", "H", "H", "H", "H", "H", "H", "H", "H", "H"], "xyz": [[0.5524, -1.2278, -0.3280], [0.3290, -0.4553, 2.1552], [1.0289, -1.7932, 2.8599], [1.5629, -1.8143, 4.0799], [2.2487, -3.0219, 4.4996], [1.6431, -4.1516, 3.6811], [1.0909, -3.3635, 2.1125], [1.6237, -0.9714, 4.6309], [2.0979, -3.1878, 5.5669], [3.3260, -2.9199, 4.3080], [0.7645, -4.5802, 4.1613], [2.3470, -4.9446, 3.4513], [2.7483, 2.2727, -3.9197], [1.4046, 1.5913, -4.2011], [0.3446, 2.6194, -4.6232], [1.5765, 0.5193, -5.2863], [0.9489, 0.9445, -2.9983], [0.5453, 0.4084, -2.0660], [3.0698, 2.8166, -4.8023], [3.5126, 1.5335, -3.6881], [2.6693, 2.9779, -3.0957], [0.6522, 3.0967, -5.5504], [0.2226, 3.3903, -3.8654], [-0.6168, 2.1365, -4.7876], [1.8908, 1.0025, -6.2061], [0.6470, -0.0096, -5.4782], [2.3371, -0.2085, -5.0120], [4.6585, -1.4569, 1.8694], [4.2030, -2.2311, 0.6403], [3.0093, -1.1786, -0.5435], [3.6531, 0.6813, -0.4745], [2.9805, 1.5271, 0.6005], [3.6195, -1.7635, -2.3248], [5.0051, -1.2669, -2.7157], [5.2111, -2.1080, 2.5464], [3.8057, -1.0308, 2.4053], [5.3263, -0.6424, 1.5900], [3.6663, -3.1390, 0.9381], [5.0722, -2.5422, 0.0550], [3.4198, 1.1043, -1.4540], [4.7396, 0.6796, -0.3509], [1.8959, 1.5326, 0.4534], [3.3402, 2.5553, 0.5524], [3.1929, 1.1448, 1.5997], [2.8860, -1.4129, -3.0567], [3.5987, -2.8575, -2.3319], [5.0455, -0.1780, -2.7432], [5.2628, -1.6324, -3.7086], [5.7745, -1.6201, -2.0286], [-4.0317, -3.3209, -3.3002], [-2.9617, -1.7995, -2.8803], [-1.7124, -1.3762, -4.2515], [-3.9883, -0.2570, -2.4256], [-1.2368, -2.6166, -0.9308], [-3.0441, -3.0208, 0.9520], [-4.0509, -4.5353, 0.3884], [-3.9754, -1.3609, 0.9321], [-2.2669, -3.3205, 2.6658], [-0.0801, -4.6808, -1.8724], [-1.2389, -6.1864, -1.7245], [1.5080, -4.9012, -0.8295], [0.4574, -4.3550, -3.6784], [-4.3348, -3.2570, -4.3415], [-4.9389, -3.3510, -2.7046], [-3.5059, -4.2622, -3.1773], [-2.2288, -1.2529, -5.1990], [-0.9598, -2.1443, -4.3808], [-1.2089, -0.4461, -4.0113], [-4.0512, 0.3944, -3.2954], [-3.5531, 0.3239, -1.6177], [-5.0050, -0.5199, -2.1459], [-4.3098, -4.5106, -0.6645], [-4.9757, -4.5629, 0.9570], [-3.5269, -5.4645, 0.5870], [-4.7936, -1.3622, 0.2206], [-3.3116, -0.5362, 0.6880], [-4.3941, -1.1605, 1.9138], [-1.6401, -4.2062, 2.6898], [-3.0575, -3.4575, 3.3998], [-1.6820, -2.4618, 2.9796], [-1.4663, -6.4378, -0.6920], [-0.7610, -7.0479, -2.1796], [-2.1811, -6.0284, -2.2380], [1.2866, -5.2997, 0.1554], [1.9994, -3.9339, -0.7094], [2.2076, -5.5804, -1.3077], [-0.3847, -4.3052, -4.3617], [1.0994, -5.1627, -4.0225], [1.0248, -3.4318, -3.7710]], "forces_ev_per_a": [[0.6563, 2.1867, 1.3111], [-0.1690, -0.3133, -1.6914], [0.4260, -0.9614, 0.9398], [-0.3809, 0.3071, -0.4976], [0.3728, -0.3097, 0.1538], [-0.3083, -0.0025, -0.2839], [0.2902, 0.3354, 0.4230], [-0.0412, 0.1161, -0.0195], [0.0383, 0.0310, -0.0723], [-0.1938, 0.0057, 0.0347], [0.0062, 0.0158, 0.0102], [0.0918, -0.0018, 0.0449], [-0.0065, -0.0087, 0.0861], [0.3342, 0.5097, -0.8440], [-0.0800, -0.0026, 0.0848], [-0.0483, -0.0818, 0.0098], [-0.4366, -0.4923, 0.7301], [-0.0198, -0.8031, 0.2857], [-0.0085, 0.0534, -0.1321], [0.0957, -0.0436, 0.0277], [0.0130, 0.0878, 0.0704], [0.0708, -0.0097, -0.0571], [-0.0155, 0.0471, 0.0440], [-0.0653, -0.0034, -0.0299], [0.0428, 0.0847, -0.1046], [-0.1080, -0.0257, -0.0260], [0.0870, -0.0505, 0.0418], [-0.1149, 0.1254, -0.0529], [-0.1854, -0.0362, 0.0432], [1.1062, -0.2797, -0.3895], [-0.1442, 0.0695, 0.1058], [-0.1033, -0.1368, 0.0185], [-0.1976, -0.0491, -0.0597], [0.0425, 0.1024, 0.1889], [-0.0061, -0.0137, 0.0144], [0.0940, -0.0103, 0.0746], [-0.0357, 0.0542, 0.0841], [0.0182, 0.2057, -0.2157], [-0.1624, 0.0730, -0.1377], [0.1117, -0.1543, -0.0075], [-0.0978, -0.1481, -0.1009], [0.1268, 0.0823, 0.0948], [-0.0039, -0.0263, -0.0119], [-0.0749, 0.0617, -0.0040], [-0.0895, -0.0812, 0.1479], [-0.1423, 0.0840, 0.0610], [0.0673, -0.0039, -0.0083], [-0.0016, -0.0303, -0.0232], [0.0236, 0.0333, -0.0027], [0.4040, 0.5924, 0.1929], [1.0636, -0.0338, 0.5467], [-0.6359, -0.1574, 0.3097], [0.3313, -0.5852, -0.1728], [-2.9478, -1.2046, -1.0916], [0.5551, 0.2199, 0.2768], [0.5302, 0.5919, 0.0341], [0.3196, -0.6546, -0.0262], [-0.3810, 0.0595, -0.6268], [0.6337, 0.0435, 0.0363], [0.2445, 0.7933, 0.0764], [-0.5010, 0.0866, -0.4352], [-0.3207, -0.0754, 0.6857], [-0.0447, 0.0717, -0.2284], [-0.0987, 0.0209, 0.1571], [0.1365, -0.1273, 0.0346], [-0.1054, 0.0852, -0.2378], [0.0988, -0.1689, 0.0186], [0.0198, 0.1872, 0.0912], [0.0118, 0.0275, -0.1603], [0.1066, 0.0117, 0.0816], [-0.0934, -0.0735, 0.0726], [-0.0498, 0.0558, -0.1754], [-0.2196, 0.1037, 0.1553], [0.1866, -0.0950, 0.0440], [-0.1167, -0.0188, -0.1740], [0.1214, 0.0608, -0.0288], [-0.0901, -0.0545, 0.2261], [0.0456, -0.1351, -0.0726], [-0.2306, -0.0197, 0.0758], [0.0753, 0.1566, 0.0019], [0.0496, 0.0390, 0.1551], [0.2055, -0.1401, -0.1307], [-0.1638, 0.0554, -0.1328], [-0.0590, -0.0532, 0.1446], [0.0082, -0.0515, 0.0224], [0.0728, -0.1695, -0.1667], [-0.1680, 0.0153, -0.0643], [0.0822, -0.2108, 0.0618], [0.0489, 0.1594, 0.0647]], "e_above_lowest_ev": 2.971, "e_homo_ha": [-0.4670, -0.4616], "orbital_gap_ev": [5.1, 4.8], "multiplicity": 2, "charge": 2}


3.
{"formula": "C2H7NS", "method": "the ωB97M-V functional and the def2-TZVPD basis", "elements": ["S", "H", "C", "C", "N", "H", "H", "H", "H", "H", "H"], "xyz": [[2.7706, -0.9983, -1.0134], [3.6911, -1.3078, -0.0944], [-1.2139, 0.0325, -0.2090], [-1.2498, 1.3387, -0.4007], [-0.0832, -0.4540, 0.6223], [-1.9079, -0.6557, -0.6476], [-2.0967, 1.9087, -0.7304], [-0.3716, 1.9472, -0.1648], [-0.2768, -0.1928, 1.5918], [-0.1404, -1.4722, 0.6505], [0.8786, -0.1463, 0.3957]], "forces_ev_per_a": [[-0.8199, 0.3298, 0.4166], [0.0135, -0.0019, 0.1259], [0.7710, 1.5984, -0.0133], [0.5594, 0.3407, 0.3307], [-1.8863, -0.9957, 0.6545], [-0.1503, -0.5365, 0.4618], [-0.2518, -0.2888, -0.7244], [-0.3219, -0.1796, 0.3538], [0.0570, 0.2296, -0.0687], [0.9066, -0.0900, -0.3799], [1.1227, -0.4059, -1.1570]], "e_above_lowest_ev": 2.604, "e_homo_ha": -0.2388, "orbital_gap_ev": 6.3}


These records have max |F| values of 2.673; 3.366; 2.231 eV/A, in the order they appear.
These records have M values of 103.077; 851.717; 77.152 g/mol, in the order they appear.